[1]
Entry from the OMol25 dataset: C20H26N5O3Pt as an isolated structure (wB97M-V/def2-TZVPD).

```
55
Properties=species:S:1:pos:R:3:forces:R:3
Pt -0.044532 0.909619 0.564229 0.0 0.1 -0.1
N -0.184088 2.814928 1.689206 0.0 0.0 0.0
C -1.378220 3.560628 1.222196 0.0 0.0 0.0
C -2.534103 2.600930 0.964897 0.1 -0.1 -0.2
O -3.674796 2.922158 1.245197 -0.1 0.0 0.0
N -2.151487 1.419351 0.388911 0.1 0.1 0.4
C -3.079381 0.431205 0.282554 -0.2 -0.1 -0.3
C -2.322615 -0.933794 2.759615 0.4 -0.3 0.9
O -3.107390 -1.787975 2.748996 0.2 0.6 -0.5
O -1.447625 -0.175281 2.965586 -0.6 -0.2 -0.5
H -0.335692 2.532716 2.655090 0.0 0.0 0.0
H 0.634310 3.414450 1.687228 0.0 0.0 0.0
H -1.112851 4.070306 0.295351 0.0 0.0 0.0
H -1.705130 4.306258 1.944130 0.0 0.0 0.0
H -2.835631 -0.433822 -0.319487 0.0 0.0 0.1
H -4.116598 0.662395 0.488544 0.0 0.0 0.0
C 1.805328 0.003072 3.105775 0.0 0.0 0.0
N 1.880029 -0.206383 1.652191 0.0 0.0 0.0
C 3.117088 0.389455 1.113427 0.0 0.0 0.0
C 1.797378 -1.591053 1.264787 0.0 0.0 0.0
C 2.531971 -2.568055 1.902047 0.0 0.0 0.0
C 2.562590 -3.868238 1.406855 0.0 0.0 0.0
C 1.889271 -4.186792 0.228761 0.0 0.0 0.0
C 1.132229 -3.237143 -0.414393 0.0 0.0 0.0
C 1.003804 -1.934281 0.127035 0.0 0.0 0.0
N 0.192316 -0.976289 -0.364586 0.0 0.0 0.0
C -0.611299 -1.060077 -1.499851 0.0 0.0 0.0
C -1.396927 -2.154762 -1.859545 0.0 0.0 0.0
C -2.254570 -2.059802 -2.943164 0.0 0.0 0.0
C -2.333856 -0.882450 -3.669187 0.0 0.0 0.0
C -1.572177 0.223256 -3.305353 0.0 0.0 0.0
C -0.724768 0.145720 -2.218881 0.0 0.0 0.0
N 0.083673 1.256413 -1.755747 -0.1 0.0 0.0
C 1.473655 1.134780 -2.237408 0.0 0.0 0.0
C -0.456646 2.573936 -2.119673 0.0 0.0 0.0
H 2.695913 -0.365015 3.623318 0.0 0.0 0.0
H 0.920233 -0.486673 3.502983 0.0 0.0 0.0
H 1.733819 1.074060 3.296524 0.0 0.0 0.0
H 4.003895 -0.062804 1.569742 0.0 0.0 0.0
H 3.117446 1.458731 1.323596 0.0 0.0 0.0
H 3.160427 0.239542 0.036702 0.0 0.0 0.0
H 3.119434 -2.320183 2.775677 0.0 0.0 0.0
H 3.149771 -4.620623 1.915180 0.0 0.0 0.0
H 1.967117 -5.182389 -0.185612 0.0 0.0 0.0
H 0.638891 -3.481130 -1.342099 0.0 0.0 0.0
H -1.398415 -3.044225 -1.246137 0.0 0.0 0.0
H -2.880388 -2.901847 -3.204294 0.0 0.0 0.0
H -3.006760 -0.810403 -4.512402 0.0 0.0 0.0
H -1.664714 1.140365 -3.869029 0.0 0.0 0.0
H 1.507508 1.234890 -3.325937 0.0 0.0 0.0
H 1.878202 0.164193 -1.960249 0.0 0.0 0.0
H 2.076012 1.921398 -1.784800 0.0 0.0 0.0
H -0.376712 2.756168 -3.194584 0.0 0.0 0.0
H 0.130992 3.333913 -1.607000 0.0 0.0 0.0
H -1.495915 2.636674 -1.806898 0.0 0.0 0.0
```
Forces are in eV/Å.

HOMO level (spin up / spin down) ... -0.3242 / -0.4339 Ha
LUMO level (spin up / spin down) ... -2.48 / -5.38 eV
E_tot ... -1396.22730 Ha
Multiplicity ... 5
Relative energy (zero: lowest compared OMol25 entry of this formula, charge and spin) ... 14.3 kJ/mol
Charge ... +1
M ... 579.5 g mol⁻¹
⟨S²⟩ ... 6.05

=====

[2]
Entry from the OMol25 dataset: C20H26N5O5Ta as an isolated structure (wB97M-V/def2-TZVPD).

```
57
Properties=species:S:1:pos:R:3:forces:R:3
Ta 0.099606 -0.185389 0.355607 0.1 0.6 0.6
O 1.928900 0.129542 0.614902 0.8 0.1 0.1
C 3.030708 0.715004 0.084217 -0.2 -0.1 0.1
C 4.295894 0.271727 0.403103 0.1 0.0 0.0
C 5.385183 0.924807 -0.159919 0.0 0.0 0.0
C 5.218724 2.008513 -1.021695 -0.1 0.0 0.0
C 3.947888 2.446167 -1.325639 0.1 0.0 0.0
C 2.831213 1.793490 -0.781097 -0.1 0.1 -0.1
C 1.518574 2.279178 -1.067975 0.2 0.0 0.0
N 0.380110 1.754844 -0.724896 -0.1 -0.3 0.1
C -0.811482 2.583838 -1.024512 0.0 0.0 0.0
C -2.028942 1.703524 -0.882977 0.0 0.0 0.0
N -1.821548 0.943058 0.351180 0.2 -0.2 0.0
C -2.737395 0.920176 1.257441 -0.1 0.0 0.1
C -2.666752 0.226878 2.515911 -0.1 0.1 -0.1
C -3.800117 0.166475 3.335814 0.0 0.0 0.1
C -3.749403 -0.507804 4.539023 0.0 0.0 0.0
C -2.560640 -1.111813 4.941134 0.0 0.0 0.0
C -1.417449 -1.050951 4.153469 0.0 0.1 0.1
C -1.486805 -0.382107 2.951216 0.2 0.0 -0.2
O -0.389448 -0.280514 2.145796 -0.2 -0.1 0.8
H 4.428019 -0.554044 1.088513 0.0 0.0 0.0
H 6.382957 0.584795 0.083683 0.0 0.0 0.0
H 6.081305 2.506087 -1.440377 0.0 0.0 0.0
H 3.799684 3.289229 -1.989160 0.0 0.0 0.0
H 1.478897 3.217117 -1.622679 0.0 0.0 0.0
H -0.741896 3.015107 -2.022885 0.0 0.0 0.0
H -0.853072 3.394667 -0.294781 0.0 0.0 0.0
H -2.102843 0.997996 -1.715697 0.0 0.0 0.0
H -2.947737 2.288498 -0.849189 0.0 0.0 0.0
H -3.657441 1.470935 1.061457 0.0 0.0 0.0
H -4.716295 0.645268 3.012931 0.0 0.0 0.0
H -4.625515 -0.561515 5.168878 0.0 0.0 0.0
H -2.518503 -1.632740 5.888310 0.0 0.0 0.0
H -0.483533 -1.487275 4.479908 0.0 0.0 0.0
O -1.288185 -1.543242 -0.318696 -0.3 -0.8 -1.0
N -0.548611 -1.985113 -1.342207 -0.1 1.0 0.1
O -0.932206 -2.651971 -2.210491 0.1 -0.1 0.2
O 0.565235 -1.262235 -1.355802 -0.5 -0.6 -0.8
C 0.277593 -5.716368 -0.726954 0.0 0.0 0.0
C 1.235485 -4.688844 -0.136518 0.0 0.1 0.1
C 1.906447 -5.233130 1.124023 0.0 -0.1 0.0
C 2.272687 -4.264144 -1.170398 0.0 -0.1 0.0
N 0.378411 -3.507231 0.180524 0.0 -0.1 -0.1
N 0.989175 -2.471067 0.938842 -0.3 0.5 -0.1
H 0.832747 -6.602096 -1.032171 0.0 0.0 0.0
H -0.238451 -5.323206 -1.603230 0.0 0.0 0.0
H -0.465971 -6.032147 0.008612 0.0 0.0 0.0
H 2.363646 -6.198378 0.909157 0.0 0.0 0.0
H 1.179269 -5.389992 1.924724 0.0 0.0 0.0
H 2.700390 -4.577542 1.488243 0.0 0.0 0.0
H 2.920084 -5.109933 -1.399790 0.0 0.0 0.0
H 2.925956 -3.463824 -0.809391 0.0 0.0 0.0
H 1.801860 -3.934915 -2.096534 0.0 0.0 0.0
H -0.468436 -3.795449 0.661335 0.1 0.0 0.1
H 1.951043 -2.395567 0.617395 0.0 0.0 0.1
H 1.013183 -2.706278 1.930409 0.1 0.1 0.0
```
Forces are in eV/Å.

HOMO level ... -0.5486 Ha
LUMO level ... -7.48 eV
E_tot ... -1484.21283 Ha
Relative energy (zero: lowest compared OMol25 entry of this formula, charge and spin) ... 60.7 kJ/mol
Charge ... +2
M ... 597.4 g mol⁻¹

=====

[3]
Entry from the OMol25 dataset: a 6-piece molecular cluster, C20H26N6 overall (wB97M-V/def2-TZVPD).

```
52
Properties=species:S:1:pos:R:3:forces:R:3
C 10.237317 -22.130529 11.887798 0.2 -0.4 0.3
C 11.363351 -21.422605 11.396333 0.0 0.2 -0.4
C 10.913024 -20.201737 10.967476 0.0 0.3 0.2
N 9.575815 -20.132697 11.234530 -0.4 -0.1 0.1
C 9.152069 -21.302754 11.810210 0.2 0.0 -0.2
H 10.260946 -23.140852 12.265603 -0.1 0.1 0.1
H 12.383015 -21.760743 11.326322 0.0 -0.1 0.0
H 11.422446 -19.337955 10.575037 0.1 -0.1 -0.1
H 8.954389 -19.381678 10.995274 0.2 0.1 0.0
H 8.139109 -21.429597 12.149175 -0.1 0.0 -0.1
C 10.648122 -25.029355 18.159387 -0.5 -0.5 0.0
C 11.829675 -24.437194 18.666750 0.4 0.1 -0.6
C 11.898991 -24.731246 19.995283 -0.6 0.1 0.7
N 10.759245 -25.424074 20.320046 0.2 -0.2 0.2
C 10.005215 -25.639029 19.209496 0.2 0.0 -0.3
H 10.302970 -25.113449 17.140993 0.1 0.3 -0.1
H 12.537201 -23.880207 18.074548 0.1 0.0 0.2
H 12.576062 -24.495420 20.798126 0.2 0.2 -0.2
H 10.522124 -25.718451 21.250089 0.0 -0.1 -0.1
H 9.150059 -26.292900 19.206666 -0.1 0.2 0.1
C 10.457562 -26.210231 13.080115 -0.5 0.3 0.1
C 9.882470 -26.353996 14.373169 0.9 -0.9 0.0
C 8.534217 -26.173786 14.282985 0.3 0.2 -0.1
N 8.280033 -25.823851 12.980924 -0.5 -0.2 0.2
C 9.425459 -25.861687 12.246837 0.2 -0.1 -0.3
H 11.490346 -26.374037 12.826216 0.0 0.2 -0.1
H 10.468507 -26.728933 15.200102 -0.4 0.2 0.3
H 7.780438 -26.316338 15.036682 -0.2 0.2 -0.1
H 7.370078 -25.647934 12.594243 0.0 0.0 0.0
H 9.390577 -25.676907 11.185883 0.1 0.1 0.0
C 5.487514 -29.319471 18.066088 -0.1 -0.1 -0.2
C 6.043102 -28.778813 16.871534 0.0 -0.1 0.0
C 5.271680 -27.710872 16.509667 0.2 0.3 0.0
N 4.267349 -27.578709 17.429739 0.2 -0.1 0.3
C 4.402354 -28.551829 18.388682 0.1 0.3 0.1
H 5.824405 -30.196502 18.591888 0.0 0.1 0.1
H 6.919480 -29.126790 16.350155 0.0 -0.1 0.0
H 5.405378 -26.994163 15.717255 -0.1 -0.1 -0.1
H 3.664273 -26.783097 17.529152 -0.1 0.0 -0.2
H 3.767688 -28.539015 19.258343 -0.1 -0.2 -0.1
C 10.737431 -29.796759 13.044418 -0.4 0.2 -0.6
C 10.257803 -31.160415 13.211174 0.4 -0.2 0.3
N 9.878954 -32.233450 13.358013 0.0 0.0 -0.1
H 10.047909 -29.320948 12.342145 0.0 0.3 0.2
H 11.715823 -29.737951 12.572423 0.1 -0.3 0.2
H 10.742006 -29.248901 13.981287 -0.1 0.0 0.0
C 13.417262 -27.860908 16.926062 0.2 0.0 0.2
C 13.423795 -28.525907 18.227235 0.0 -0.1 0.0
N 13.458432 -29.022149 19.261564 0.0 0.0 -0.1
H 13.124036 -28.546094 16.133770 -0.1 0.0 0.1
H 14.433863 -27.524193 16.726285 -0.1 0.2 -0.1
H 12.735899 -27.012541 16.973142 0.0 0.0 -0.1
```
Forces are in eV/Å.

HOMO level ... -0.3073 Ha
LUMO level ... 0.45 eV
SMILES string ... c1cc[nH]c1.c1cc[nH]c1.c1cc[nH]c1.c1cc[nH]c1.CC#N.CC#N
E_tot ... -1106.16434 Ha
Relative energy (zero: lowest compared OMol25 entry of this formula, charge and spin) ... 0.0 kJ/mol
M ... 350.5 g mol⁻¹

=====

[4]
Entry from the OMol25 dataset: a 6-piece molecular cluster, C20H26N6 overall (wB97M-V/def2-TZVPD).

```
52
Properties=species:S:1:pos:R:3:forces:R:3
C -4.825436 1.836576 -4.869331 0.9 1.6 0.5
C -5.564256 0.810736 -5.450821 -0.5 1.4 -0.8
C -5.125486 -0.296944 -4.867131 -0.4 -3.6 0.5
N -4.151486 -0.055314 -3.937021 -0.6 0.5 -0.6
C -3.965126 1.304246 -3.943081 0.2 0.2 0.6
H -4.904356 2.881376 -5.131191 0.1 0.0 0.2
H -6.318536 0.984256 -6.204051 0.0 -0.5 0.1
H -5.530576 -1.290984 -4.986221 0.3 -0.1 -0.1
H -3.671076 -0.767954 -3.406511 -0.1 0.4 -0.1
H -3.334826 1.775096 -3.203201 0.1 0.0 -0.3
C 0.290544 -0.994954 5.181649 1.1 -0.2 0.5
C -0.389046 0.173826 4.837379 -0.2 2.1 1.3
C 0.233744 1.242496 5.557869 -1.4 -0.5 -2.5
N 1.342534 0.756206 6.120119 1.0 -1.6 0.7
C 1.378064 -0.610754 5.938359 0.3 -0.2 -0.1
H 0.069974 -2.033844 4.985539 -0.1 0.2 -0.3
H -1.244436 0.275876 4.185999 -0.1 0.0 0.3
H 0.011884 2.299126 5.584289 0.0 -0.1 -0.1
H 2.137464 1.259536 6.487329 -0.5 0.1 0.1
H 2.187054 -1.227264 6.301459 0.0 0.2 0.2
C 6.171544 -2.339514 -0.551081 -1.0 -0.4 -1.3
C 7.522564 -2.410194 -0.895611 1.5 0.2 2.8
C 8.186184 -2.284334 0.349089 -0.3 0.4 -0.3
N 7.256484 -2.086794 1.375049 -0.4 -0.5 -2.0
C 5.997824 -2.154514 0.784099 0.2 0.3 0.5
H 5.424974 -2.508754 -1.312921 -0.4 0.2 0.4
H 7.958324 -2.532934 -1.876161 0.0 -0.1 0.2
H 9.232924 -2.274524 0.614879 0.0 0.0 -0.2
H 7.457094 -1.897434 2.346649 0.0 -0.2 -0.4
H 5.059214 -2.038014 1.305479 0.3 0.0 0.3
C 0.070264 -2.668204 -1.805651 1.7 0.6 0.5
C 0.168114 -3.790014 -2.659231 -1.1 -0.5 0.0
C -0.765066 -4.697664 -2.195441 -0.5 0.6 0.7
N -1.380656 -4.138554 -1.070171 1.3 -0.5 -0.4
C -0.737146 -2.947164 -0.746201 -1.7 -0.7 -0.6
H 0.706954 -1.800524 -1.895911 0.0 0.0 0.1
H 0.814784 -3.872884 -3.520241 -0.1 -0.1 0.1
H -1.066396 -5.698414 -2.467661 0.1 0.2 -0.4
H -2.181566 -4.565554 -0.627111 0.4 0.2 0.2
H -0.974956 -2.449494 0.182329 0.0 0.3 -0.3
C 2.707234 2.184976 0.839479 -1.2 -0.2 -1.3
C 1.344704 2.628556 0.539119 -1.2 1.0 1.0
N 0.254444 2.966906 0.362739 0.9 -0.3 -0.1
H 2.936314 2.061336 1.897939 -0.1 0.3 -0.2
H 3.348364 2.852706 0.263979 0.5 -0.3 0.4
H 2.609124 1.224256 0.334009 1.1 -0.4 0.2
C -6.083936 5.812556 -0.164051 -0.1 0.0 0.5
C -6.226246 6.793576 0.904209 0.9 -1.4 -2.2
N -6.284686 7.587976 1.700139 -0.3 1.9 2.1
H -6.112546 6.280356 -1.148151 -0.4 0.0 0.1
H -6.915686 5.142866 0.054619 0.1 -0.4 -0.8
H -5.125146 5.298096 -0.099631 -0.1 -0.1 0.2
```
Forces are in eV/Å.

HOMO level ... -0.3006 Ha
LUMO level ... 0.26 eV
SMILES string ... c1cc[nH]c1.c1cc[nH]c1.c1cc[nH]c1.c1cc[nH]c1.CC#N.CC#N
E_tot ... -1106.11562 Ha
Relative energy (zero: lowest compared OMol25 entry of this formula, charge and spin) ... 127.9 kJ/mol
M ... 350.5 g mol⁻¹